# 1
Molecular formula: C27H33N2O2
Method: DFT, ωB97M-V/def2-TZVPD

The geometry in XYZ format:
```
64
Properties=species:S:1:pos:R:3:forces:R:3
C 5.528806 2.873126 2.332107 0.3 -0.5 -0.2
O 5.719559 1.648259 1.576534 -0.5 0.0 0.4
C 4.812372 0.654154 1.788115 -0.3 0.3 0.2
C 4.680466 -0.334299 0.784780 0.0 0.8 0.2
C 3.647440 -1.245681 0.874907 -0.1 -0.4 0.3
C 2.838646 -1.281751 2.013835 -0.2 0.2 0.1
C 1.943696 -2.466045 2.330282 -0.9 0.8 -2.1
C 0.461938 -2.121862 2.387054 -0.2 0.0 -0.5
C -0.512680 -3.066688 2.762245 0.2 0.5 0.1
C -1.823274 -2.664612 2.968664 -0.2 0.2 -0.6
C -2.230129 -1.361357 2.594730 -0.6 0.0 -0.2
O -3.597541 -1.139152 2.612219 0.7 0.3 0.1
C -4.177006 0.007210 2.038043 -0.2 0.1 0.1
C -5.327222 -0.207945 1.272315 0.3 0.0 -0.1
C -5.990737 0.875029 0.695382 0.3 0.2 0.1
C -5.534440 2.179834 0.913047 0.1 -0.1 0.2
C -4.434341 2.390087 1.748599 0.1 -0.3 -0.1
C -3.738537 1.307927 2.301233 -0.1 -0.1 0.0
C -1.291985 -0.455936 2.095447 -0.1 -0.4 -0.4
C 0.026637 -0.873461 1.937746 0.0 0.2 0.5
N 2.486621 -3.040129 3.567098 1.6 -0.4 2.0
C 1.736849 -2.823708 4.897529 0.6 -0.1 -0.4
C 1.178306 -4.199121 5.236944 -0.6 -0.3 0.5
C 1.878087 -5.240850 4.344709 -0.3 -0.5 0.1
C 2.962415 -4.505971 3.592375 -0.3 -0.3 -0.3
C 3.267174 -5.051959 2.198940 0.4 -0.5 0.2
N 4.390131 -4.338868 1.606539 -0.3 0.1 -0.2
C 4.369186 -4.382870 0.150854 0.2 0.0 -0.1
C 5.688065 -4.800669 2.092657 0.1 0.0 -0.2
C 2.940398 -0.277981 2.982494 0.4 -0.4 -0.1
C 3.952387 0.662766 2.913354 0.2 0.4 -0.7
H 6.332291 3.514739 1.968863 -0.2 0.0 0.2
H 4.540561 3.321112 2.131931 0.4 -0.2 0.0
H 5.633627 2.684513 3.411615 0.1 0.2 -0.4
H 5.353678 -0.316211 -0.075615 -0.3 0.1 0.3
H 3.450030 -1.937203 0.049141 0.3 0.2 0.5
H 2.078239 -3.211061 1.544142 0.1 0.2 0.2
H -0.244970 -4.125052 2.829778 -0.1 0.4 0.4
H -2.573580 -3.379554 3.300591 0.1 0.2 -0.2
H -5.673509 -1.228936 1.110299 0.1 0.3 0.1
H -6.864983 0.700341 0.069845 0.2 0.0 0.2
H -6.029732 3.031794 0.443558 0.1 -0.3 0.2
H -4.088057 3.397922 1.983387 -0.1 -0.3 -0.2
H -2.850786 1.483582 2.912710 -0.5 0.0 0.0
H -1.556324 0.537100 1.736082 0.0 -0.5 0.0
H 0.700076 -0.177357 1.430638 0.0 -0.3 0.5
H 3.394380 -2.577254 3.700716 -0.5 0.3 -0.3
H 0.995759 -2.037393 4.776111 0.0 -0.2 -0.1
H 2.479997 -2.461376 5.623003 -0.1 -0.3 -0.3
H 0.091479 -4.221861 5.086503 0.3 0.0 0.1
H 1.356283 -4.433832 6.289002 -0.1 0.1 -0.1
H 1.179612 -5.717784 3.639492 0.1 0.2 0.2
H 2.301651 -6.058437 4.941922 -0.1 0.2 -0.2
H 3.880427 -4.477821 4.196205 -0.2 0.0 -0.2
H 2.361023 -4.985888 1.563180 0.6 -0.1 0.3
H 3.502106 -6.140133 2.280102 -0.3 0.4 0.2
H 3.358920 -4.149183 -0.213371 0.3 -0.1 0.0
H 5.073626 -3.626613 -0.220706 -0.2 -0.2 -0.1
H 4.680894 -5.367132 -0.254144 -0.2 0.2 0.1
H 5.714053 -4.795611 3.189111 0.1 0.0 -0.3
H 5.926525 -5.821219 1.722747 -0.2 0.3 0.3
H 6.472966 -4.133948 1.702989 -0.3 -0.1 0.3
H 2.221526 -0.232594 3.800186 0.2 -0.1 0.0
H 4.028916 1.444711 3.670954 -0.1 -0.3 -0.3
```
Forces are in eV/Å.

Calculated values
Largest force on an atom (hartree/bohr): 0.051
HOMO-LUMO gap (eV): 8.52
Electronic energy (Eh): -1308.36183
LUMO energy (Eh): -0.0828
Charge: +1

# 2
Molecular formula: C27H33N4O6Ru
Method: DFT, ωB97M-V/def2-TZVPD

The geometry in XYZ format:
```
71
Properties=species:S:1:pos:R:3:forces:R:3
Ru 9.698104 8.994589 9.823734 -0.4 -0.5 0.6
O 13.571996 3.834075 6.561098 0.4 -0.5 -0.7
C 13.541672 4.495582 5.547406 -1.3 0.8 0.9
O 13.457595 5.652823 5.204074 0.3 0.0 -0.3
C 13.428378 3.553982 3.889538 0.1 -1.0 -0.9
O 12.350262 3.122721 3.487465 1.3 0.8 1.0
O 14.606633 3.604497 3.562599 -0.6 -0.2 -0.1
C 11.278412 5.836338 12.280805 -0.3 0.8 -0.5
C 11.250521 7.147765 11.550273 -0.6 -0.5 0.1
N 9.969624 7.654842 11.311411 1.7 1.5 -1.2
O 8.919825 6.834606 11.690929 -0.6 -0.3 -1.1
C 12.350687 7.764651 11.073021 0.1 -0.5 -0.5
C 13.769388 7.280781 11.304464 -0.6 1.7 1.0
N 12.156988 8.849730 10.145420 -0.2 1.9 0.5
O 12.564031 11.174543 9.672003 -1.1 -0.8 1.8
H 12.257096 5.376653 12.263002 -0.1 -0.1 0.3
H 10.522151 5.224710 11.817716 0.0 -0.6 -0.4
H 10.834668 6.038958 13.234098 0.3 -0.2 1.1
H 8.462386 6.852788 10.798078 -0.3 -0.4 1.1
H 13.761970 6.592757 12.158134 0.5 -0.1 -0.7
H 14.353789 8.172987 11.613009 -0.1 -0.4 0.2
H 14.258817 6.988919 10.390877 0.1 -0.9 -0.2
C 7.993739 10.008390 13.541228 -0.2 -1.4 0.0
C 8.614402 11.369708 13.315680 -0.4 0.7 0.2
C 10.101376 11.267866 13.255003 0.7 -0.2 1.9
C 10.912390 11.307499 14.412388 0.1 0.6 0.2
C 12.265446 11.021638 14.328676 1.1 -0.4 1.3
C 12.833885 10.566256 13.148982 0.1 0.4 0.3
C 12.052349 10.567398 12.014918 0.6 -0.6 -0.2
C 12.663395 10.171970 10.708773 0.9 0.0 -1.4
C 12.788418 8.626095 8.835913 1.9 -0.6 1.9
C 10.717868 10.897983 12.063685 -0.7 -0.1 0.1
N 10.003704 10.778599 10.874147 -0.5 1.2 0.1
C 9.873118 11.992764 10.172330 -1.4 -0.7 -3.4
C 9.422508 11.756250 8.738885 1.9 -0.6 3.7
C 9.238724 12.573946 7.654706 -1.2 1.5 -0.9
C 8.866683 11.719308 6.580898 0.3 -0.1 0.9
C 8.959724 10.417208 7.080670 -0.4 -1.4 -1.1
N 9.343987 10.393505 8.389681 -0.4 2.5 -0.8
H 6.898661 10.065090 13.583482 0.2 0.0 0.3
H 8.406346 9.475309 14.429735 -0.4 0.8 -0.1
H 8.212564 9.257425 12.788667 0.2 0.2 -0.7
H 8.186523 11.991041 14.138453 0.9 0.1 -0.5
H 8.349758 11.841300 12.360553 -0.6 -0.4 0.2
H 10.586501 11.598053 15.434208 -0.4 -0.2 -1.0
H 12.919567 11.091018 15.244595 -0.9 -0.1 -1.0
H 13.876762 10.241331 13.120185 -0.3 0.2 -0.1
H 13.745169 10.080894 10.946137 -0.3 -0.2 -0.6
H 11.590641 11.438582 9.760309 1.3 0.1 -0.7
H 13.924825 8.613480 8.978326 -1.2 -0.2 -0.4
H 12.590450 9.392503 8.144754 -0.6 0.9 -0.7
H 12.417215 7.674700 8.544800 0.0 -0.9 -0.8
H 9.972402 13.029723 10.515866 0.1 -0.7 0.5
H 9.127907 13.702973 7.563297 0.4 -1.7 0.6
H 8.525229 12.174151 5.669392 0.0 -0.7 -0.5
H 8.771788 9.420957 6.605712 0.2 1.3 0.2
C 6.118715 5.136747 7.618848 0.4 -0.5 0.8
C 5.952722 6.579018 8.164843 1.3 0.9 -0.9
C 5.418306 7.552520 7.047887 1.7 -0.2 0.3
C 5.048875 6.609162 9.369049 -0.7 0.2 0.4
C 7.250594 7.193233 8.539972 1.0 -0.4 0.7
C 8.297830 7.709080 8.923671 -0.4 0.2 0.1
H 5.138765 4.798838 7.240643 0.4 -0.1 0.0
H 6.481440 4.405727 8.411421 -0.7 1.0 -0.6
H 6.903190 5.061604 6.852307 -0.5 0.3 0.0
H 4.479575 7.161194 6.732958 -1.0 0.1 -0.5
H 6.160151 7.540591 6.197810 -0.9 0.0 0.8
H 5.376355 8.600129 7.437996 -0.2 -0.9 -0.3
H 4.052131 6.276729 9.100940 -0.4 -0.2 -0.2
H 4.934626 7.647738 9.715957 0.2 -0.4 0.2
H 5.376008 5.921695 10.158342 0.2 0.4 0.0
```
Forces are in eV/Å.

Calculated values
Largest force on an atom (hartree/bohr): 0.082
Multiplicity: 6
HOMO-LUMO gap (spin up / spin down) (eV): 4.86 / 6.64
Electronic energy (Eh): -1813.82234
LUMO energy (spin up / spin down) (Eh): 0.1572 / 0.1533
Charge: -2

# 3
Molecular formula: C27H33N6O2S4SbTc
Method: DFT, ωB97M-V/def2-TZVPD

The geometry in XYZ format:
```
74
Properties=species:S:1:pos:R:3:forces:R:3
Tc 1.116854 0.689913 -1.122494 0.2 0.1 -0.3
C -0.319690 -1.629801 -2.749228 -0.1 0.1 -0.1
C 0.289482 -1.894271 -0.012896 0.0 -0.1 0.0
C -0.251122 -1.235375 1.229636 0.0 0.0 0.1
C -1.145617 -2.000858 1.967469 0.1 0.1 -0.1
C -1.767489 -1.467978 3.086045 0.0 -0.1 0.0
C -1.523501 -0.158892 3.445158 0.0 0.1 0.0
C -0.628197 0.647975 2.739729 0.0 -0.2 0.0
C -0.532740 2.093821 3.161448 0.0 0.1 0.0
C -1.832962 2.844365 2.873355 0.0 0.1 0.0
C 0.048753 0.062062 1.658664 0.1 -0.2 0.0
N 1.091725 0.803411 0.983528 -0.3 -0.2 0.4
C 1.914153 1.422266 1.800831 0.2 0.1 -0.1
C 2.669171 2.553335 1.468341 0.0 0.0 0.0
C 3.623517 3.251829 2.217220 -0.1 -0.1 0.0
C 3.878701 4.459204 1.574447 0.0 0.0 -0.1
C 3.077145 4.503453 0.450280 0.1 0.1 0.1
N 2.371781 3.342769 0.350942 -0.2 -0.3 0.0
H 0.609563 -2.057358 -3.101208 0.0 0.0 0.0
H -0.359810 -0.571333 -2.983438 0.0 -0.2 0.0
H -1.120789 -2.076521 -3.338592 0.0 0.0 0.0
H 2.218551 -1.295465 0.227025 0.0 0.0 0.0
H 0.465871 -2.917733 0.305440 0.0 0.1 0.0
H -1.341096 -3.024324 1.673104 0.0 -0.1 0.0
H -2.441946 -2.074303 3.673516 0.0 0.0 0.0
H -2.029565 0.257879 4.306209 0.0 0.0 0.0
H 0.288197 2.623365 2.675521 -0.1 0.0 0.0
H -0.318279 2.131990 4.231714 0.0 0.0 0.0
H -2.042492 2.870405 1.803402 0.0 0.0 0.0
H -1.769434 3.869669 3.233087 0.0 0.0 0.0
H -2.682147 2.372239 3.363751 0.0 0.0 0.0
H 1.975855 1.044545 2.819185 0.1 0.1 0.0
H 4.069810 2.894492 3.130960 0.0 0.0 0.1
H 4.561100 5.233151 1.876968 0.1 0.0 0.1
H 2.962260 5.302658 -0.262751 0.0 0.0 0.0
O -5.901313 1.288787 -0.443813 0.0 0.2 0.0
C -5.341313 0.012954 -0.539175 -0.1 -0.2 0.0
C -3.859652 0.145991 -0.692097 0.1 0.0 0.0
C -3.234952 1.385633 -0.636870 0.1 0.0 0.0
C -1.866012 1.451564 -0.760862 -0.1 0.3 0.1
N -1.071388 0.385614 -0.941202 0.1 -0.1 0.0
C -1.688389 -0.836086 -0.999433 -0.1 -0.2 -0.1
C -3.048263 -0.974679 -0.885535 0.1 0.0 0.0
C -0.707167 -1.949832 -1.252516 -0.1 0.0 0.0
C -1.010541 -3.423402 -1.337087 0.2 -0.2 -0.1
C 0.064807 -4.219695 -1.492044 -0.3 0.2 0.1
C -0.089547 -5.718018 -1.477264 -0.1 -0.1 -0.2
O -0.000322 -6.078761 -0.110544 0.0 0.0 0.1
C 1.456244 -3.711730 -1.594644 0.2 0.1 0.0
C 2.098435 -2.561855 -1.315370 -0.1 0.0 -0.1
N 1.557248 -1.416941 -0.541870 0.0 -0.1 0.1
H -6.859930 1.229537 -0.368169 0.0 0.0 0.0
H -5.731492 -0.553084 -1.396050 0.0 0.0 0.0
H -5.529701 -0.587286 0.364057 0.0 0.0 -0.1
H -3.814359 2.286699 -0.504085 0.0 0.0 0.0
H -1.387021 2.418258 -0.707457 0.0 0.0 0.0
H -3.482630 -1.964025 -0.945194 0.0 0.0 0.0
H -2.012197 -3.831156 -1.328564 -0.1 0.0 0.0
H 0.703998 -6.194731 -2.062310 -0.1 0.0 0.0
H -1.054352 -6.007717 -1.908779 0.1 0.0 0.0
H -0.006296 -7.039850 -0.027393 0.0 0.0 0.0
H 2.129793 -4.435461 -2.043937 0.0 0.0 0.0
H 3.136763 -2.422615 -1.567491 0.0 0.0 0.0
S 0.075251 4.976349 -3.812913 -0.2 0.2 -0.1
Sb 1.824126 4.054347 -2.977030 0.0 0.3 0.2
S 0.974258 3.104620 -0.613165 0.1 0.2 0.0
S 1.263500 1.323207 -3.083563 -0.1 -0.4 0.1
S 3.974766 3.703493 -2.861369 0.2 0.0 0.0
N 4.035675 -0.144242 -1.631037 0.0 -0.1 -0.1
N 3.281081 0.859953 -0.934849 0.1 0.2 0.0
H 5.030825 0.026096 -1.499931 0.0 0.0 0.0
H 3.841182 -0.056219 -2.624287 0.0 0.0 0.0
H 3.558127 1.802444 -1.245187 0.0 0.0 0.1
H 3.565117 0.801223 0.042644 0.0 0.0 0.0
```
Forces are in eV/Å.

Calculated values
Largest force on an atom (hartree/bohr): 0.010
HOMO-LUMO gap (eV): 4.90
Electronic energy (Eh): -3440.40094
LUMO energy (Eh): -0.4274
Charge: +3